1.
{"formula": "C2F24O6P3PdS2", "method": "the ωB97M-V functional and the def2-TZVPD basis", "de_lowest_kcal_mol": 7.2, "spin_multiplicity": 3, "s_squared": 2.0019, "mol_weight_g_mol": 839.44, "total_energy_ev": -132614.80597, "gap_ev": [9.27, 7.48], "total_charge": -3, "species": ["Pd", "S", "S", "P", "P", "P", "F", "F", "F", "F", "F", "F", "F", "F", "F", "F", "F", "F", "F", "F", "F", "F", "F", "F", "F", "F", "F", "F", "F", "F", "O", "O", "O", "O", "O", "O", "C", "C"], "coordinates": [[-0.2170, -0.2455, -0.1040], [3.3296, -0.8470, -0.8025], [-3.2369, 1.7025, -0.5652], [-0.7689, -2.4750, 2.4221], [-0.7779, -2.0169, -2.6616], [0.6065, 2.3193, 1.6868], [0.1782, -3.2837, 3.4513], [-3.6074, 4.1424, -1.5433], [3.9673, -0.7366, 1.7671], [-1.7163, -1.6486, 1.3573], [4.2912, 1.1251, 0.6815], [-0.6575, -1.1694, 3.3361], [-1.7286, -1.5813, -3.8651], [-0.4448, 3.4364, 1.2008], [-2.0987, -2.9399, 3.2298], [1.8118, 3.3765, 1.5576], [-0.8769, -3.7808, 1.4928], [0.4453, -2.2591, -3.6302], [-0.6114, 1.1871, 1.7602], [0.1630, -2.3879, -1.3683], [1.6351, 1.1888, 2.1570], [5.6671, -0.5367, 0.4256], [0.3220, 2.7272, 3.2265], [-1.5428, 3.4774, -1.5996], [0.7945, 1.8569, 0.1165], [-1.2317, -3.5600, -2.8273], [-2.9718, 2.7000, -3.0288], [-0.3323, -0.4417, -2.4351], [0.5338, -1.9826, 1.5611], [-1.9953, -1.7830, -1.6068], [3.8049, -0.0883, -1.9362], [-4.4234, 1.1264, -1.1517], [-3.4263, 2.4069, 0.6753], [-2.0492, 0.8646, -0.6709], [3.6178, -2.2572, -0.8087], [1.9951, -0.4765, -0.3531], [-2.8078, 3.0722, -1.7406], [4.3595, -0.2119, 0.5934]]}



2.
{"formula": "C2F2N2O", "method": "the ωB97M-V functional and the def2-TZVPD basis", "de_lowest_kcal_mol": 15.1, "mol_weight_g_mol": 106.03, "total_energy_ev": -12534.33745, "gap_ev": 11.33, "species": ["F", "F", "O", "N", "N", "C", "C"], "coordinates": [[-2.1755, 0.7585, -0.0308], [2.0671, -0.4205, -0.9109], [-0.1448, 0.0257, -0.9284], [0.7523, -0.4182, 1.0479], [-0.4531, 0.1302, 1.2821], [0.9283, -0.4383, -0.2160], [-0.9219, 0.2331, 0.1481]]}



3.
{"formula": "C2F2NO3S", "method": "the ωB97M-V functional and the def2-TZVPD basis", "de_lowest_kcal_mol": 3.6, "spin_multiplicity": 3, "s_squared": 2.0059, "mol_weight_g_mol": 156.09, "total_energy_ev": -25972.20029, "gap_ev": [4.44, 7.18], "total_charge": -1, "species": ["S", "F", "F", "O", "O", "O", "N", "C", "C"], "coordinates": [[1.3993, 1.4858, 1.9791], [-0.1348, -1.2284, 1.3007], [1.2341, -1.6168, -0.3633], [-0.7674, -0.8664, -2.0164], [-1.7694, 0.1300, -0.4075], [0.1256, 1.9739, -0.3937], [-0.8906, -0.5958, -0.7904], [0.2231, -0.8212, 0.0805], [0.5802, 1.5388, 0.6110]]}



4.
{"formula": "C2F3GdMgNO4S2", "method": "the ωB97M-V functional and the def2-TZVPD basis", "de_lowest_kcal_mol": 19.1, "spin_multiplicity": 9, "s_squared": 20.4570, "mol_weight_g_mol": 404.71, "total_energy_ev": -67837.08995, "gap_ev": [7.89, 6.04], "total_charge": 2, "species": ["Gd", "S", "S", "Mg", "F", "F", "F", "O", "O", "O", "O", "N", "C", "C"], "coordinates": [[-1.2979, -1.8131, -1.0011], [-0.2573, 0.5885, -1.8879], [1.0342, 0.1024, 0.6167], [-2.2942, 1.8234, -0.2721], [3.2696, 1.1967, -0.2006], [2.7719, -0.6265, -1.2404], [3.5206, -0.7090, 0.7788], [-3.4524, -1.0326, -0.4480], [1.1843, 0.5335, 1.9959], [-4.3154, 0.1605, 1.2930], [0.5312, -1.3057, 0.4147], [0.2482, 1.1552, -0.2532], [-3.7201, -0.0530, 0.2717], [2.7772, -0.0203, -0.0676]]}



5.
{"formula": "C2F3IS", "method": "the ωB97M-V functional and the def2-TZVPD basis", "de_lowest_kcal_mol": 78.2, "mol_weight_g_mol": 239.99, "total_energy_ev": -29157.46372, "gap_ev": [6.60, 6.60], "species": ["I", "S", "F", "F", "F", "C", "C"], "coordinates": [[-1.8059, -0.9595, 0.0731], [-1.2080, -2.9372, 1.1029], [0.4401, 0.0833, 1.5747], [-0.0207, 0.7636, -1.8611], [1.5005, 2.0009, -0.5116], [0.7437, 0.9258, -0.6667], [0.3504, 0.1231, 0.2886]]}



6.
{"formula": "C2F3Mg2NO4S2", "method": "the ωB97M-V functional and the def2-TZVPD basis", "de_lowest_kcal_mol": 0.0, "spin_multiplicity": 2, "s_squared": 0.7537, "mol_weight_g_mol": 271.76, "total_energy_ev": -52460.67020, "gap_ev": [7.73, 6.71], "total_charge": 1, "species": ["S", "S", "Mg", "Mg", "F", "F", "F", "O", "O", "O", "O", "N", "C", "C"], "coordinates": [[0.8598, 0.0907, 0.6171], [-0.4429, 0.5760, -1.8816], [-1.8903, 1.7790, -0.2635], [-1.1353, -1.6117, -0.8805], [3.0865, 1.1953, -0.2103], [2.5925, -0.6300, -1.2484], [3.3505, -0.7095, 0.7675], [1.0151, 0.5216, 1.9959], [0.3602, -1.3187, 0.4166], [-2.9945, -1.1537, -0.3076], [-4.1220, 0.2296, 1.0894], [0.0656, 1.1419, -0.2473], [-3.3455, -0.0864, 0.2280], [2.6001, -0.0240, -0.0755]]}



7.
{"formula": "C2F3NO5S2Yb", "method": "the ωB97M-V functional and the def2-TZVPD basis", "de_lowest_kcal_mol": 46.0, "spin_multiplicity": 3, "s_squared": 2.0150, "mol_weight_g_mol": 412.19, "total_energy_ev": -75149.50286, "gap_ev": [6.00, 5.63], "species": ["Yb", "S", "S", "F", "F", "F", "O", "O", "O", "O", "O", "N", "C", "C"], "coordinates": [[3.2278, -2.3092, 1.7163], [-0.1633, -0.4652, 1.5165], [-0.8767, -0.3553, -1.1742], [-2.7394, 1.5143, -1.6130], [-2.9964, -0.3150, -2.7237], [-3.4627, -0.2606, -0.6161], [-0.0997, 0.3677, -2.2582], [-1.0648, -1.6695, 1.6825], [2.9658, 2.3119, 1.1139], [3.9656, 0.2782, 1.4816], [1.3163, -0.9178, 0.9816], [-0.7093, 0.4403, 0.2492], [-2.6257, 0.1925, -1.5460], [3.2624, 1.1878, 1.1896]]}



8.
{"formula": "C2F3NOS", "method": "the ωB97M-V functional and the def2-TZVPD basis", "de_lowest_kcal_mol": 34.8, "mol_weight_g_mol": 143.09, "total_energy_ev": -24595.26968, "gap_ev": [9.02, 8.18], "species": ["S", "F", "F", "F", "O", "N", "C", "C"], "coordinates": [[-1.5648, 0.8268, 0.5249], [2.2261, 1.1078, 0.6380], [1.8085, -1.0307, 0.4312], [1.4631, 0.3183, -1.2535], [-2.1977, 1.4817, -0.6052], [-1.6019, -2.0126, 0.0006], [-1.5916, -0.8836, 0.1972], [1.4584, 0.1923, 0.0668]]}